1.
Entry from the OMol25 dataset: a cluster of 2 separate species, C4H13N2O in total in a non-equilibrium geometry (ωB97M-V/def2-TZVPD).

Each line ends with the Löwdin charge.
CARTESIAN COORDINATES (ANGSTROEM)
C1 0.61 -1.23 1.06  -0.13
C2 -0.16 0.06 1.42  -0.16
C3 -1.47 0.22 0.62  -0.21
C4 -2.17 0.80 -1.53  0.01
N1 -1.21 0.33 -0.84  -0.07
N2 1.01 -1.17 -0.41  0.16
H1 -0.04 -2.12 1.17  0.14
H2 1.50 -1.33 1.67  0.13
H3 -0.51 -0.03 2.43  0.12
H4 0.49 0.90 1.26  0.11
H5 -2.15 -0.69 0.76  0.15
H6 -1.97 1.10 0.97  0.11
H7 -3.13 1.01 -1.05  0.10
H8 -2.04 0.84 -2.62  0.09
H9 1.71 -0.44 -0.60  0.10
H10 1.33 -2.06 -0.78  0.16
H11 0.10 -0.87 -0.88  0.11
H12 2.77 1.84 -0.14  0.07
H13 2.80 1.61 -1.68  0.07
O1 2.51 1.24 -0.85  -0.04

Total charge: +1

---

2.
Entry from the OMol25 dataset: a cluster of 2 separate species, C4H13N2O in total in a non-equilibrium geometry (ωB97M-V/def2-TZVPD).

Each line ends with the Löwdin charge.
CARTESIAN COORDINATES (ANGSTROEM)
C1 0.18 -1.60 -2.12  -0.09
C2 -0.49 -0.22 -1.86  -0.20
C3 -0.72 0.32 -0.48  -0.19
C4 -0.68 1.62 -0.10  -0.14
N1 -1.01 2.04 1.16  0.09
N2 -0.11 -0.53 0.67  0.20
H1 0.15 -1.77 -3.19  0.08
H2 1.27 -1.60 -1.97  0.08
H3 -0.30 -2.35 -1.51  0.07
H4 -1.51 -0.38 -2.23  0.12
H5 0.05 0.53 -2.44  0.12
H6 -0.18 2.30 -0.79  0.14
H7 -1.92 1.80 1.54  0.12
H8 -0.87 3.03 1.27  0.11
H9 0.39 -1.37 0.38  0.14
H10 -0.73 -0.96 1.37  0.16
H11 0.37 0.15 1.29  0.11
H12 1.77 -1.06 3.24  0.07
H13 2.58 0.27 3.00  0.07
O1 1.77 -0.21 2.77  -0.06

Total charge: +1

---

3.
Entry from the OMol25 dataset: a cluster of 2 separate species, C4H13N2O in total in a non-equilibrium geometry (ωB97M-V/def2-TZVPD).

Each line ends with the Löwdin charge.
CARTESIAN COORDINATES (ANGSTROEM)
C1 -1.04 -1.01 2.48  -0.08
C2 -0.09 0.09 1.93  -0.24
C3 1.14 -0.50 1.27  -0.13
N1 -0.41 0.55 -1.35  0.20
C4 0.40 -0.48 -1.30  -0.11
N2 0.94 -0.90 -0.18  0.07
H1 -1.51 -1.55 1.65  0.07
H2 -1.80 -0.41 2.98  0.08
H3 -0.55 -1.71 3.14  0.08
H4 -0.39 0.94 1.31  0.09
H5 0.16 0.65 2.85  0.12
H6 1.95 0.22 1.29  0.13
H7 1.47 -1.43 1.74  0.13
H8 -0.56 1.07 -0.51  0.10
H9 -0.48 1.02 -2.27  0.08
H10 0.80 -0.96 -2.18  0.16
H11 1.67 -1.58 -0.34  0.15
H12 -0.11 1.47 -4.59  0.05
H13 -1.05 2.64 -4.06  0.06
O1 -0.53 1.88 -3.86  -0.01

Total charge: +1

---

4.
Entry from the OMol25 dataset: the ion C4H13N2O with charge +1 in a non-equilibrium geometry (ωB97M-V/def2-TZVPD).

Each line ends with the Löwdin charge.
CARTESIAN COORDINATES (ANGSTROEM)
N1 1.77 0.40 1.82  0.02
C1 0.81 0.85 0.81  -0.21
C2 0.26 -0.39 0.12  -0.32
N2 1.46 -1.20 -0.29  0.21
C3 -0.73 -0.20 -1.01  -0.13
C4 -2.05 0.40 -0.50  -0.26
O1 -2.94 0.69 -1.55  -0.03
H1 1.36 0.22 2.72  0.10
H2 2.53 1.07 1.92  0.09
H3 -0.06 1.33 1.27  0.12
H4 1.17 1.54 0.06  0.13
H5 -0.17 -0.97 0.94  0.16
H6 1.94 -1.45 0.59  0.15
H7 1.18 -1.99 -0.87  0.17
H8 2.09 -0.68 -0.91  0.18
H9 -0.30 0.54 -1.69  0.13
H10 -0.86 -1.09 -1.62  0.13
H11 -2.51 -0.29 0.22  0.13
H12 -1.82 1.35 -0.02  0.12
H13 -3.13 -0.12 -2.03  0.10

SMILES string: NC[C@H]([NH3+])CCO
Total charge: +1

---

5.
Entry from the OMol25 dataset: a cluster of 2 separate species, C4H13N2O in total in a non-equilibrium geometry (ωB97M-V/def2-TZVPD).

Each line ends with the Löwdin charge.
CARTESIAN COORDINATES (ANGSTROEM)
C1 1.71 -1.69 -1.64  -0.01
C2 1.66 -1.26 -0.21  -0.55
O1 1.45 -0.07 0.03  -0.02
N1 1.50 -2.24 0.72  0.19
H1 2.36 -1.06 -2.26  0.10
H2 0.75 -1.59 -2.16  0.09
H3 1.13 -1.97 1.60  0.11
H4 1.65 -3.20 0.45  0.11
H5 2.08 -2.69 -1.85  0.09
C3 -1.74 2.19 0.55  -0.21
C4 -3.15 1.66 0.68  -0.08
N2 -0.82 1.19 -0.08  0.14
H6 -1.70 3.15 0.01  0.14
H7 -1.39 2.27 1.62  0.14
H8 -3.73 2.10 1.46  0.08
H9 -3.08 0.55 0.65  0.09
H10 -0.39 0.60 0.70  0.17
H11 0.08 1.58 -0.37  0.15
H12 -1.31 0.72 -0.87  0.18
H13 -3.75 1.88 -0.22  0.09

Total charge: +1

---

6.
Entry from the OMol25 dataset: a cluster of 2 separate species, C4H13N2O in total in a non-equilibrium geometry (ωB97M-V/def2-TZVPD).

Each line ends with the Löwdin charge.
CARTESIAN COORDINATES (ANGSTROEM)
C1 2.19 0.90 0.27  -0.06
C2 1.27 -0.37 0.66  -0.15
C3 0.24 -0.52 -0.46  -0.21
C4 0.27 -0.02 -1.71  -0.04
N1 -0.99 0.61 -2.34  0.06
N2 -1.11 -1.01 0.03  0.20
H1 1.74 1.87 0.17  0.07
H2 2.69 0.44 -0.59  0.08
H3 2.94 1.14 1.07  0.09
H4 1.95 -1.22 0.80  0.11
H5 0.66 -0.40 1.58  0.09
H6 1.17 -0.03 -2.23  0.10
H7 -0.70 1.43 -2.77  0.05
H8 -1.54 0.03 -2.94  0.06
H9 -1.11 -1.98 0.39  0.18
H10 -1.56 -0.51 0.78  0.07
H11 -1.94 -0.95 -0.60  0.17
H12 -2.79 -0.01 2.53  0.07
H13 -1.41 0.18 3.08  0.11
O1 -1.97 0.43 2.27  -0.07

Total charge: +1

---

7.
Entry from the OMol25 dataset: a cluster of 2 separate species, C4H13N2O in total (ωB97M-V/def2-TZVPD).

Each line ends with the Löwdin charge.
CARTESIAN COORDINATES (ANGSTROEM)
C1 -1.57 2.20 -0.38  -0.09
C2 -0.96 1.12 -1.32  -0.22
C3 0.03 0.20 -0.61  -0.16
N1 0.51 -2.52 0.40  0.20
C4 -0.38 -1.71 0.94  -0.12
N2 -0.69 -0.54 0.45  0.08
H1 -1.52 3.18 -0.83  0.08
H2 -1.11 2.18 0.61  0.08
H3 -2.62 1.96 -0.20  0.08
H4 -1.74 0.51 -1.77  0.11
H5 -0.42 1.63 -2.12  0.12
H6 0.43 -0.51 -1.32  0.12
H7 0.77 0.83 -0.13  0.12
H8 0.77 -2.46 -0.57  0.13
H9 0.64 -3.43 0.83  0.14
H10 -0.81 -1.99 1.89  0.17
H11 -1.57 -0.12 0.75  0.16
H12 3.70 -0.78 0.72  0.04
H13 3.52 0.51 1.49  0.05
O1 3.03 -0.26 1.18  -0.06

Total charge: +1

---

8.
Entry from the OMol25 dataset: a cluster of 2 separate species, C4H13N2O in total in a non-equilibrium geometry (ωB97M-V/def2-TZVPD).

Each line ends with the Löwdin charge.
CARTESIAN COORDINATES (ANGSTROEM)
C1 -0.40 -1.11 -1.87  -0.20
C2 -1.69 -0.21 -2.02  -0.06
N1 0.82 -0.24 -1.92  0.10
H1 -0.42 -1.57 -0.87  0.11
H2 -0.34 -1.91 -2.63  0.13
H3 -2.17 -0.38 -2.97  0.08
H4 -1.39 0.79 -1.71  0.07
H5 1.60 -0.71 -2.39  0.16
H6 0.66 0.58 -2.50  0.15
H7 1.10 0.03 -0.87  0.15
H8 -2.32 -0.44 -1.16  0.08
C3 1.45 -0.21 2.11  0.00
C4 0.22 0.38 1.56  -0.51
O1 0.16 0.52 0.30  -0.05
N2 -0.64 1.02 2.35  0.21
H9 2.04 -0.64 1.26  0.10
H10 1.25 -1.04 2.83  0.11
H11 -1.42 1.53 1.97  0.13
H12 -0.47 0.98 3.33  0.12
H13 2.07 0.41 2.75  0.10

Total charge: +1

---

9.
Entry from the OMol25 dataset: a structure of composition C4H13N2O2 in a non-equilibrium geometry (ωB97M-V/def2-TZVPD).

Each line ends with the Löwdin charge.
CARTESIAN COORDINATES (ANGSTROEM)
C1 0.11 0.97 0.20  -0.24
N1 -1.19 0.65 0.75  -0.07
C2 -2.00 -0.43 0.10  -0.40
O1 -2.08 -0.35 -1.26  -0.25
C3 1.19 0.43 1.18  -0.43
C4 2.57 0.95 1.02  -0.10
N2 1.21 -1.08 1.03  0.02
H1 0.34 1.98 -0.16  0.11
H2 0.24 0.57 -0.80  0.08
H3 -1.58 1.59 0.91  0.10
H4 -3.06 -0.35 0.44  0.10
H5 -1.49 -1.32 0.50  0.08
H6 0.78 0.39 2.21  0.12
H7 2.68 1.38 0.00  0.08
H8 2.59 1.90 1.54  0.06
H9 3.34 0.24 1.36  0.08
H10 0.27 -1.45 0.81  0.04
H11 1.75 -1.33 0.25  0.03
H12 0.42 -0.26 -2.53  -0.08
H13 -0.99 -0.58 -1.89  -0.01
O2 -0.06 -1.08 -2.48  -0.31

Total charge: -1

---

10.
Entry from the OMol25 dataset: a cluster of 2 separate species, C4H13N2O2 in total in a non-equilibrium geometry (ωB97M-V/def2-TZVPD).

Each line ends with the Löwdin charge.
CARTESIAN COORDINATES (ANGSTROEM)
C1 -0.83 0.11 -0.26  -0.23
N1 -0.21 -0.24 1.04  -0.08
C2 0.75 -1.38 0.90  -0.58
O1 0.32 -2.40 0.18  -0.27
C3 0.23 0.30 -1.42  -0.21
N2 1.18 1.42 -1.15  -0.14
C4 0.59 2.61 -0.54  -0.19
H1 -1.40 1.05 -0.10  0.09
H2 -1.51 -0.69 -0.52  0.09
H3 0.13 0.53 1.60  0.06
H4 1.05 -1.58 1.98  0.08
H5 1.76 -0.92 0.56  0.08
H6 -0.28 0.58 -2.37  0.10
H7 0.84 -0.60 -1.37  0.08
H8 1.82 1.05 -0.46  0.07
H9 0.19 2.49 0.48  0.05
H10 -0.24 3.06 -1.11  0.07
H11 1.38 3.36 -0.55  0.06
H12 -2.45 -2.53 1.47  0.00
H13 -1.17 -3.04 0.82  -0.01
O2 -2.16 -3.18 0.83  -0.14

Total charge: -1

---

Summary of HOMO energy in eV
-14.12; -12.55; -14.63; -13.97; -14.11; -13.38; -14.86; -14.55; -3.92; -3.19
(order as listed above)
Summary of ΔE to the lowest compared entry with this formula, charge and spin in kcal/mol
34.58; 65.27; 33.02; 38.82; 24.63; 78.07; 23.92; 20.69; 36.31; 26.49
(order as listed above)